Formula: C24H17IrN5O2
Source: the OMol25 dataset
Level of theory: wB97M-V/def2-TZVPD

```
49
Properties=species:S:1:pos:R:3:nbo_charge:R:1
C 4.42 -3.52 0.32 -0.181
C 3.07 -3.30 0.00 0.121
C 0.57 4.73 -0.07 -0.119
N 1.06 2.36 -0.02 -0.480
C -5.09 -0.51 -0.13 -0.088
C 4.15 -5.80 -0.38 -0.112
C 2.35 2.67 -0.12 0.126
H 1.23 -4.12 -0.78 0.237
C -1.73 5.42 0.06 -0.203
H -2.49 6.19 0.12 0.254
H 3.90 4.14 -0.27 0.259
H -4.07 2.64 -0.53 0.230
N 2.50 -2.04 0.18 0.206
C 2.83 3.98 -0.20 -0.248
C -3.85 -1.15 0.10 -0.118
H -0.09 6.78 -0.07 0.248
H -4.64 -3.15 0.34 0.249
C -0.41 5.75 -0.03 -0.085
H -5.99 -1.11 -0.15 0.248
C -2.67 -0.38 0.11 0.247
C -1.20 3.05 0.03 0.043
H 5.03 -2.72 0.71 0.255
C 4.94 -4.78 0.13 -0.196
H -3.18 3.90 0.20 0.230
N -1.44 1.64 0.03 -0.232
C 0.17 3.39 -0.02 0.244
C -3.75 -2.54 0.33 -0.056
O 2.73 0.03 0.68 -0.333
N -1.45 -0.94 0.30 -0.474
C -2.72 1.02 -0.07 0.044
C -5.12 0.83 -0.35 -0.201
H 5.98 -4.97 0.37 0.249
Ir 0.02 0.54 0.15 0.940
O 1.30 -1.79 -0.03 -0.456
C 1.95 5.02 -0.16 -0.055
H 4.57 -6.79 -0.52 0.244
H -6.06 1.33 -0.55 0.254
H 3.05 1.86 -0.14 0.239
C -2.13 4.07 0.09 -0.116
H -2.38 -4.13 0.75 0.256
C -1.39 -2.25 0.53 0.119
H -0.41 -2.66 0.70 0.239
N 3.34 -1.00 0.63 0.239
C 2.26 -4.32 -0.51 -0.202
H 2.28 6.05 -0.21 0.249
C -3.95 1.60 -0.32 -0.117
C -2.51 -3.08 0.56 -0.251
H 2.20 -6.38 -1.10 0.244
C 2.81 -5.57 -0.70 -0.189
```

Calculated values
Total charge: +2
Max |F|: 0.455 eV/Å
DFT total energy: -1452.67413 hartree
2S+1: 2
<S²>: 0.77
Gap between HOMO and LUMO (alpha / beta): 0.211 / 0.223 Eh

Formula: C24H17N5O8Ti
Source: the OMol25 dataset
Level of theory: wB97M-V/def2-TZVPD

```
55
Properties=species:S:1:pos:R:3:nbo_charge:R:1
H 3.72 -0.88 1.83 0.235
C 0.55 -0.88 4.52 -0.195
C -0.84 -1.05 2.58 0.307
H 3.28 -1.02 -0.60 0.234
H -1.61 -1.06 4.56 0.238
O -1.99 -1.16 1.90 -0.663
C 2.81 3.51 1.58 0.316
H -1.89 -5.48 -4.56 0.216
C -2.06 -4.42 -4.64 -0.199
C 1.62 -0.89 2.35 -0.026
H 0.92 -1.07 -1.43 0.224
O -1.72 0.82 -0.67 -0.557
C -3.68 0.82 -1.99 0.556
N 2.95 -0.62 4.44 -0.119
C 0.34 -1.00 1.79 0.100
C 1.14 -1.04 -0.37 0.109
O -5.06 1.51 -0.11 -0.515
N -2.46 -1.46 -2.43 0.037
H 0.86 3.60 2.50 0.228
C 4.32 1.90 2.53 -0.189
H 0.64 -0.83 5.60 0.234
N 0.12 -1.04 0.45 -0.469
C 1.69 -0.77 3.77 0.049
C 2.08 2.08 3.37 -0.145
C -2.25 -3.84 -5.89 -0.215
O -4.28 0.88 -3.02 -0.473
C -2.48 -2.47 -5.98 -0.197
H -1.96 -4.09 -2.52 0.237
C -2.53 -1.69 -4.84 -0.240
C 1.39 5.11 0.57 -0.257
C -2.33 -2.28 -3.60 0.184
C -0.73 -1.00 3.94 -0.242
Ti -2.09 -0.85 0.04 1.779
N -2.23 0.80 -1.98 0.067
N 3.68 0.36 4.24 -0.095
O 2.65 4.48 0.65 -0.484
H -2.21 -4.45 -6.78 0.216
C -2.10 -3.64 -3.49 -0.256
H 4.83 3.25 0.94 0.230
C -4.32 0.70 -0.59 0.708
H 1.47 5.84 -0.24 0.206
C 2.47 -1.00 0.11 -0.252
C 4.07 2.91 1.62 -0.243
C 2.70 -0.92 1.45 -0.120
O -1.69 -0.25 -2.69 -0.237
O -3.96 -0.47 -0.09 -0.693
H -2.64 -2.01 -6.95 0.219
H 5.30 1.44 2.59 0.230
H 0.60 4.39 0.33 0.184
H -2.74 -0.63 -4.90 0.243
C 1.83 3.11 2.48 -0.319
H 1.30 1.78 4.06 0.220
O -1.89 -2.11 -1.32 -0.570
H 1.14 5.63 1.50 0.179
C 3.31 1.44 3.37 -0.015
```

Calculated values
Total charge: 0
Max |F|: 0.713 eV/Å
DFT total energy: -2649.86511 hartree
Gap between HOMO and LUMO: 0.265 Eh

Formula: C24H17N6Pd
Source: the OMol25 dataset
Level of theory: wB97M-V/def2-TZVPD

```
48
Properties=species:S:1:pos:R:3:nbo_charge:R:1
C 1.74 -2.12 -0.39 0.468
C 2.55 2.03 1.92 -0.295
C -0.34 -2.44 -1.06 0.449
C 0.08 -4.73 -2.27 -0.211
H -5.67 -0.81 -0.13 0.201
C -2.45 -1.35 -1.02 0.366
N -2.04 -0.09 -1.19 -0.478
C 2.39 -5.44 -2.15 -0.225
C -3.05 4.22 2.95 -0.233
N -1.09 1.32 1.92 -0.616
H 3.14 -6.18 -2.40 0.200
H 3.88 -1.03 2.48 0.215
C 0.44 -3.61 -1.54 0.006
C 3.23 1.03 2.58 -0.168
H 0.84 -6.54 -3.13 0.200
H -4.87 1.55 -0.44 0.211
H -2.74 2.23 3.70 0.211
C -4.65 -0.61 -0.43 -0.173
H -3.74 4.50 3.74 0.196
C -2.91 0.90 -0.98 0.060
C -4.22 0.70 -0.61 -0.302
C 2.09 1.75 0.64 0.028
N 2.84 -1.67 0.14 -0.542
C -2.50 2.96 2.94 -0.211
H 1.65 2.53 0.03 0.194
C 2.75 -4.31 -1.42 -0.176
C 2.81 -0.43 0.72 0.361
C -1.28 3.52 0.92 -0.186
C -2.73 5.15 1.96 -0.253
N -1.61 -2.41 -1.30 -0.554
C -1.59 2.55 1.92 0.055
H 2.35 3.00 2.36 0.215
C 1.08 -5.65 -2.57 -0.222
H -0.95 -4.87 -2.59 0.224
H -3.17 6.14 1.98 0.195
H 3.63 1.19 3.58 0.203
C -3.77 -1.64 -0.65 -0.263
C 1.74 -3.41 -1.12 -0.100
H -4.06 -2.68 -0.54 0.214
Pd -0.09 0.29 0.66 0.615
H 3.76 -4.14 -1.08 0.223
N 2.26 0.58 0.02 -0.484
C -1.84 4.78 0.95 -0.250
H -1.59 5.50 0.17 0.197
H -0.60 3.23 0.13 0.200
C 3.37 -0.22 1.98 -0.280
H -2.52 1.91 -1.10 0.193
N 0.48 -1.60 -0.36 -0.676
```

Calculated values
Total charge: -1
Max |F|: 0.885 eV/Å
DFT total energy: -1381.21626 hartree
2S+1: 3
<S²>: 2.05
Gap between HOMO and LUMO (alpha / beta): 0.244 / 0.255 Eh

Formula: C24H18BBrF4N3NiO2P
Source: the OMol25 dataset
Level of theory: wB97M-V/def2-TZVPD

```
55
Properties=species:S:1:pos:R:3:nbo_charge:R:1
H -1.57 -4.61 -1.12 0.054
O -1.99 0.68 -0.97 -0.074
H -0.93 3.54 4.34 0.234
Br 3.04 0.55 -1.60 0.199
Ni 0.59 0.26 -1.44 0.996
C -3.23 -0.41 -5.08 -0.134
C 4.31 0.09 2.87 0.282
C 3.52 0.36 0.23 -0.119
C -0.08 -0.82 1.66 -0.428
H -2.42 -3.50 -2.48 0.005
H -3.16 -1.62 2.81 0.231
C 2.97 0.21 2.54 0.421
C -1.49 -2.97 2.70 -0.156
B -1.96 -3.50 -1.36 -0.626
C -1.52 1.06 -4.29 0.010
N -1.01 1.14 -1.24 0.220
P 0.78 0.52 0.81 0.990
C -0.19 2.21 2.84 -0.173
N -0.02 -1.62 -1.35 -0.751
H -2.66 -3.23 -0.42 0.033
H -0.48 -2.03 -3.93 0.267
H -0.28 1.34 3.46 0.239
C 2.55 0.34 1.22 -0.457
H -4.21 -0.57 -5.50 0.246
C 0.43 3.24 0.74 -0.130
F 2.08 0.21 3.52 -0.289
H 0.18 5.37 0.63 0.232
C -2.77 0.88 -4.85 -0.222
F 5.78 0.28 -0.42 -0.272
H 0.33 -4.08 2.45 0.234
O 0.44 0.19 -3.41 -0.653
C -0.55 3.46 3.33 -0.195
H -1.10 2.03 -4.08 0.242
C 0.08 4.48 1.24 -0.222
C -0.83 -2.45 -1.33 0.427
F 4.68 -0.04 4.12 -0.258
C -2.41 -1.48 -4.77 -0.194
F 6.54 -0.01 2.15 -0.253
N -0.75 0.01 -3.97 0.039
H -1.93 0.27 1.84 0.218
H -3.37 1.75 -5.10 0.250
C -1.42 -0.67 2.00 -0.197
C -1.17 -1.25 -4.22 0.056
H 1.58 -2.19 1.50 0.211
C -0.16 -3.12 2.33 -0.204
C -0.41 4.59 2.54 -0.163
C -2.12 -1.74 2.53 -0.182
H 0.81 3.15 -0.28 0.205
C 5.26 0.11 1.86 0.323
C 0.55 -2.06 1.81 -0.119
C 0.30 2.10 1.53 -0.431
H -2.73 -2.50 -4.93 0.263
C 4.86 0.25 0.53 0.313
H -0.69 5.56 2.93 0.233
H -2.03 -3.80 3.12 0.234
```

Calculated values
Total charge: +1
Max |F|: 1.631 eV/Å
DFT total energy: -6087.71550 hartree
2S+1: 2
<S²>: 0.78
Gap between HOMO and LUMO (alpha / beta): 0.251 / 0.262 Eh

Formula: C24H18Cl2IrN5O4S2
Source: the OMol25 dataset
Level of theory: wB97M-V/def2-TZVPD

```
56
Properties=species:S:1:pos:R:3:nbo_charge:R:1
C 2.68 -4.45 -1.14 -0.161
C -4.47 0.48 -2.53 -0.244
C 1.13 3.99 -2.25 -0.218
C 2.93 -3.42 -4.72 0.273
H 2.98 -0.54 3.72 0.400
S 2.44 -3.04 1.22 -0.032
N 2.06 -0.24 3.40 -0.630
H -2.53 3.25 -2.38 0.218
O -0.88 -1.54 4.94 -0.465
O -0.42 -1.38 0.24 -0.582
H 2.69 -1.22 -3.27 0.238
H -1.76 -1.18 6.72 0.227
H -4.39 -1.12 -1.11 0.208
H -5.24 0.02 -3.13 0.217
C 2.69 -2.12 -2.68 -0.170
C 0.24 3.02 -1.83 -0.068
C 2.80 -4.53 -2.52 -0.135
C -2.44 1.64 -0.98 0.180
N 2.92 -6.86 -3.63 -0.293
C 2.81 -3.36 -3.29 -0.139
O 0.10 -2.04 3.04 -0.618
H 1.68 3.84 -3.16 0.234
C 2.57 -2.03 -1.29 -0.168
H 0.82 6.13 0.36 0.229
H -2.96 -1.36 0.57 0.253
C -2.56 -0.34 0.64 -0.523
C -2.99 0.40 -0.61 -0.061
H 0.97 0.18 5.10 0.400
C -0.51 3.16 -0.66 0.178
C -0.89 -0.82 6.17 -0.276
H 2.04 5.88 -1.79 0.223
N 3.03 -3.45 -5.86 -0.292
Cl -1.07 4.49 1.63 -0.005
H -1.01 0.25 5.99 0.187
H -1.35 1.95 0.75 0.423
H 0.01 -1.02 6.75 0.192
C -2.94 2.29 -2.12 -0.241
N -1.44 2.23 -0.22 -0.638
H 2.08 0.75 3.18 0.400
C 0.09 -1.38 4.06 0.919
N 1.09 -0.50 4.38 -0.491
H 2.68 -5.35 -0.54 0.235
O -0.45 0.28 1.67 -0.739
Ir 1.27 -1.12 1.33 0.880
C -3.99 -0.15 -1.39 -0.171
Cl 0.13 1.57 -2.76 0.044
C -1.08 -0.47 0.86 0.803
C 1.34 5.12 -1.47 -0.208
C -0.24 4.30 0.12 -0.072
C 2.87 -5.82 -3.14 0.272
H -4.30 2.23 -3.76 0.216
H -2.98 0.12 1.54 0.233
C 2.57 -3.21 -0.52 -0.188
S 2.48 -0.47 -0.49 -0.047
C -3.94 1.71 -2.88 -0.185
C 0.67 5.26 -0.27 -0.220
```

Calculated values
Total charge: 0
Max |F|: 1.998 eV/Å
DFT total energy: -3321.23331 hartree
Gap between HOMO and LUMO: 0.243 Eh